Computed, not measured: a molecular structure, C27H49F2NNdO2Si2 at a distorted geometry, with ωB97M-V/def2-TZVPD.

```
84
Properties=species:S:1:pos:R:3:forces:R:3:mulliken_spin:R:1
O 1.627381 0.705773 -1.606975 0.0 0.4 1.4 -0.01
O 1.918238 -1.562470 -2.548839 0.8 -0.7 -0.6 0.00
C 1.102589 1.705258 -2.472393 0.4 -0.6 0.1 0.00
C 1.164852 3.109570 -1.944465 -0.3 0.1 -0.7 0.00
H 0.061670 1.409938 -2.644748 0.1 0.0 0.0 0.00
H 1.633971 1.554608 -3.423769 -0.1 0.8 0.0 0.00
H 0.543025 3.264759 -1.061935 0.1 -0.1 0.0 0.00
H 0.747523 3.732315 -2.736585 0.1 0.3 0.1 0.00
H 2.189039 3.406850 -1.764320 0.2 0.3 0.1 0.00
C 2.732403 0.964624 -0.723724 -0.8 0.4 -0.5 0.00
C 4.020585 1.105825 -1.482479 0.7 -0.4 0.0 0.00
H 2.773770 0.119956 -0.012199 -0.1 0.2 -0.3 0.00
H 2.512132 1.876665 -0.147357 0.2 -0.2 0.0 0.00
H 4.280580 0.153172 -1.987945 -0.2 0.7 0.4 0.00
H 4.835925 1.352574 -0.777516 -0.3 0.0 -0.4 0.00
H 3.922993 1.890762 -2.240795 0.2 -0.1 0.2 0.00
C 2.521983 -2.756641 -2.034960 -0.4 0.6 -0.4 0.00
C 2.092504 -1.233487 -3.928750 -0.2 0.0 0.4 0.00
C 3.847071 -2.443648 -1.398275 0.6 -0.3 0.1 0.00
H 2.612142 -3.467381 -2.860969 0.1 -0.2 0.2 0.00
H 1.829723 -3.154708 -1.275455 0.1 0.0 -0.4 0.00
H 4.545040 -2.037708 -2.141303 -0.1 -0.1 0.3 0.00
H 4.255286 -3.385745 -1.026233 0.2 0.1 0.1 0.00
H 3.779682 -1.750442 -0.546332 -0.1 -0.2 -0.4 0.00
C 3.513954 -1.219535 -4.399357 0.6 -0.1 -0.5 0.00
H 1.671231 -0.233239 -4.054415 -0.1 -0.2 0.2 0.00
H 1.486479 -1.907433 -4.539124 0.0 -0.2 -0.1 0.00
H 4.152191 -0.517094 -3.845984 -0.3 -0.3 -0.2 0.00
H 3.493077 -0.890376 -5.444385 0.2 -0.1 0.1 0.00
H 3.961287 -2.221166 -4.374772 0.0 0.3 0.0 0.00
H 0.820532 -0.999871 -1.587024 -3.1 -0.6 1.2 0.01
Nd -0.590725 -0.107903 1.229265 0.4 0.2 -0.4 3.05
C -0.338118 -1.212732 -1.152690 1.9 0.0 -0.3 0.00
Si -1.276846 -2.265068 -2.370969 -0.8 -0.3 -1.1 0.00
H -0.287961 -1.822412 -0.198930 -0.1 0.3 -0.9 0.00
H -0.920857 -0.240652 -1.168993 0.4 -0.9 0.5 -0.01
C -1.496194 -1.138896 -3.882761 0.2 -0.2 0.3 0.00
C -2.982483 -2.636998 -1.646205 0.1 0.0 -0.1 0.00
C -0.518978 -3.914718 -2.898479 0.1 0.2 0.1 0.00
C -2.114647 1.437503 0.254334 0.3 0.3 0.3 -0.04
Si -3.558200 1.385310 1.449041 -0.6 0.7 -0.7 0.00
H -2.378988 1.222836 -0.794307 -0.3 0.0 0.4 0.00
H -1.612227 2.431014 0.231702 -0.3 -0.3 0.2 0.00
C -4.641227 -0.097510 1.040133 0.0 -0.1 0.0 0.00
C -4.550925 2.964984 1.263762 -0.2 0.1 0.0 0.00
C -3.074891 1.245005 3.273387 0.3 0.0 0.1 0.00
H -1.275964 -4.471990 -3.480559 0.3 0.2 0.3 0.00
H -0.230575 -4.534051 -2.032928 -0.1 0.1 -0.3 0.00
H 0.357545 -3.768774 -3.551358 -0.3 -0.1 0.3 0.00
H -2.128467 -0.286234 -3.583198 0.2 -0.2 -0.2 0.00
H -1.977974 -1.658375 -4.726340 0.1 0.2 0.3 0.00
H -0.510182 -0.769052 -4.215318 -0.5 0.0 0.0 0.00
H -3.336269 -1.828622 -0.988680 0.0 -0.2 -0.2 0.00
H -2.971407 -3.584259 -1.087232 -0.1 0.3 -0.1 0.00
H -3.698890 -2.743964 -2.477959 0.1 0.0 0.4 0.00
H -4.539185 3.285206 0.214158 0.0 -0.1 0.2 0.00
H -4.119610 3.777996 1.862006 -0.1 -0.1 -0.1 0.00
H -5.598289 2.843822 1.568789 0.2 0.0 0.0 0.00
H -2.263355 1.930084 3.554091 -0.2 -0.1 0.0 0.00
H -2.787783 0.236973 3.603275 0.0 0.1 0.0 0.00
H -3.948711 1.524992 3.885097 0.2 -0.1 -0.3 0.00
H -5.611680 0.014620 1.545288 0.2 -0.1 -0.1 0.00
H -4.204937 -1.049884 1.373596 -0.1 0.1 -0.1 0.00
H -4.830424 -0.171722 -0.039113 0.0 0.0 0.2 0.00
F -1.022491 -3.691411 5.458916 0.4 1.2 0.0 0.00
C -0.630297 -2.423920 5.104164 -0.1 -1.4 -0.1 0.00
C -0.360374 -2.192153 3.748521 -0.2 0.3 1.8 0.00
C 0.009705 -0.912175 3.439653 0.7 1.3 -1.8 0.00
C 0.152966 0.155078 4.330934 -0.5 -0.9 1.4 -0.01
C -0.196267 -0.169266 5.660884 -0.7 1.4 -0.1 0.00
F -0.449711 0.847238 6.558487 0.6 -0.9 -0.3 0.00
C -0.560578 -1.433739 6.078734 -0.1 -0.6 -0.3 0.00
C 0.467430 1.523727 3.860603 -0.2 -0.4 -1.1 0.00
C 0.769811 2.553397 4.733774 0.0 0.3 0.6 0.00
C 0.937905 3.849218 4.276850 -0.1 -0.3 -0.8 0.00
C 0.873217 4.069856 2.891763 0.0 -0.2 -0.2 0.00
C 0.652983 2.991641 2.030075 0.0 -0.5 1.3 0.00
N 0.416170 1.730113 2.496729 0.6 1.0 0.9 0.00
H -0.455290 -2.973099 3.007503 -0.1 -0.3 0.0 0.00
H -0.842730 -1.631914 7.110410 0.0 0.1 -0.3 0.00
H 0.816441 2.313833 5.792104 0.1 0.3 -0.3 0.00
H 1.119700 4.659175 4.978846 0.0 -0.1 -0.2 0.00
H 0.995290 5.064538 2.472383 0.0 -0.2 0.1 0.00
H 0.676685 3.101630 0.950145 -0.1 0.1 0.2 0.00
```
Forces are in eV/Å.

**Expectation value of S²**: 3.757
**Strongest force on any atom**: 3.4 eV/Å
**Charge**: +1
**2S+1**: 4
**Relative energy (zero: lowest compared OMol25 entry of this formula, charge and spin)**: 0.00 kJ/mol